DFT (ωB97M-V/def2-TZVPD) results for a cluster of 2 separate species, C4H6N3P in total.

Bonds (Å) are listed after each position.
Element x y z (Å)
1 H 0.92 -0.17 -1.25  P2 1.378
2 P 1.47 -1.34 -0.80  H1 1.378, C14 1.748
3 C -2.77 -1.53 1.47  N11 1.183, H13 1.169
4 N 1.46 0.64 1.12  H10 0.923, H12 1.069, C14 1.372
5 C -1.72 1.17 -0.22  N6 1.169, C9 1.376
6 N -0.72 1.77 -0.19  C5 1.169
7 H -3.73 0.50 -0.76  C9 1.123
8 H 2.21 -1.31 1.57  C14 1.139
9 C -2.77 0.28 -0.23  C5 1.376, H7 1.123, N11 1.315
10 H 1.37 0.71 2.04  N4 0.923
11 N -2.69 -0.73 0.61  C3 1.183, C9 1.315
12 H 0.79 1.25 0.56  N4 1.069
13 H -2.20 -2.55 1.50  C3 1.169
14 C 1.64 -0.68 0.81  P2 1.748, N4 1.372, H8 1.139

Calculated values
- DFT total energy: -661.46515 Ha
- Spin multiplicity: 1
- LUMO energy: -0.62 eV